# C25H23N3O3PS2W

C25H23N3O3PS2W as an isolated structure at a distorted geometry (ωB97M-V with the def2-TZVPD basis set, OMol25).

Results
Largest force on an atom   1.07 eV Å⁻¹
Total charge   +3
Total energy   -69669.342 eV
Relative energy (zero: lowest compared OMol25 entry of this formula, charge and spin)   0.2804 eV
LUMO (alpha / beta)   -0.39682 / -0.39446 Eh
Highest occupied orbital energy (alpha / beta)   -17.35 / -17.36 eV
Gap between HOMO and LUMO (alpha / beta)   6.55 / 6.63 eV

Each line ends with the Mulliken charge.
Positions of all 58 atoms, in Å:
W -0.85525 -0.88534 -0.51595  1.464
O -1.73775 1.02589 1.84729  -0.448
S -1.45614 -0.30620 2.63564  0.845
O -2.40901 -0.54910 3.63616  -0.553
O -1.38644 -1.31122 1.49809  -0.745
C 0.17151 0.05863 3.08765  0.385
C 0.79993 -0.31285 4.25868  -0.809
C 2.11371 0.11988 4.40706  -0.682
C 2.72853 0.88592 3.42084  -0.739
C 2.06006 1.24953 2.24772  -0.381
C 0.75860 0.83223 2.08445  0.322
P -0.43403 1.19453 0.76558  0.533
C -0.35456 2.87673 0.31884  1.042
C 0.25522 3.23370 -0.89189  -0.593
C 0.42403 4.57725 -1.18303  -0.799
C -0.03192 5.53555 -0.28519  -0.518
C -0.64249 5.16931 0.91300  -0.779
C -0.80023 3.83544 1.23697  -0.631
C -1.02626 0.20793 -2.20988  1.226
C -0.47867 -0.81337 -3.01379  -0.621
C -0.44054 -0.66068 -4.39665  -0.962
C -0.92117 0.51586 -4.94165  -0.571
C -1.45856 1.54206 -4.13427  -0.669
C -1.51345 1.40098 -2.77209  -0.334
H 0.29618 -0.88952 5.02702  0.563
H 2.65344 -0.12996 5.31243  0.486
H 3.74204 1.23120 3.57940  0.501
H 2.54194 1.88867 1.51483  0.601
H 0.59585 2.48066 -1.59364  0.482
H 0.90089 4.87849 -2.10726  0.479
H 0.08963 6.58604 -0.52016  0.449
H -0.99362 5.92916 1.59930  0.466
H -1.26762 3.55299 2.17376  0.460
H -0.09969 -1.74546 -2.60667  0.489
H -0.03836 -1.44432 -5.02576  0.489
H -0.88923 0.64662 -6.01702  0.463
H -1.84041 2.44505 -4.59613  0.494
H -1.93934 2.18347 -2.15678  0.625
N 3.02414 -0.52437 -0.28100  -0.190
C 2.36328 -1.66197 -0.12424  0.225
N 1.05163 -1.78467 -0.34567  0.312
C 0.64513 -3.11530 -0.14276  0.386
C -0.64586 -3.54179 -0.38957  -0.304
C -0.98307 -4.86386 -0.13654  -1.160
C 0.00024 -5.73195 0.33018  -0.760
C 1.31083 -5.30883 0.54800  -0.458
C 1.61426 -3.97775 0.30245  0.454
S 3.13532 -3.11311 0.39524  -0.177
H 2.59587 0.22766 -0.79686  0.163
H 4.03076 -0.50291 -0.20228  0.287
H -1.42383 -2.90390 -0.83224  0.580
H -1.98435 -5.22882 -0.32399  0.480
H -0.25946 -6.76884 0.50766  0.448
H 2.06597 -6.01052 0.88717  0.480
N -3.12197 -0.59289 -0.49913  -0.722
H -3.39901 0.37667 -0.61869  0.291
H -3.54710 -0.90647 0.36815  0.265
H -3.58963 -1.10209 -1.24278  0.369

---

# C17H15ClN4OS

One molecule with the formula C17H15ClN4OS (ωB97M-V with the def2-TZVPD basis set, OMol25).

Results
Largest force on an atom   0.86 eV Å⁻¹
Structure (SMILES)   Cc1ccccc1C(=O)Nc1nc(SCc2ccc(Cl)cc2)n[nH]1
Total energy   -49239.203 eV
Relative energy (zero: lowest compared OMol25 entry of this formula, charge and spin)   0.0000 eV
LUMO   0.01147 Eh
Highest occupied orbital energy   -8.30 eV
Gap between HOMO and LUMO   8.61 eV

Each line ends with the Mulliken charge.
Positions of all 39 atoms, in Å:
C -1.46897 -3.15116 4.27578  -1.385
C -2.39953 -2.59243 3.24768  0.853
C -3.77420 -2.72776 3.39496  -0.715
C -4.65381 -2.21954 2.45614  -0.575
C -4.16936 -1.55833 1.34015  -0.773
C -2.80611 -1.39952 1.18015  -0.852
C -1.91662 -1.90633 2.12622  0.536
C -0.45743 -1.75183 1.89727  0.681
O 0.37354 -2.62081 2.06430  -0.677
N -0.10805 -0.49978 1.44801  -0.145
C 1.15923 -0.14167 1.06851  0.219
N 1.47934 1.04277 0.59100  -0.302
C 2.80217 0.91131 0.32014  0.417
N 3.29917 -0.26983 0.61749  -1.279
N 2.23770 -0.94386 1.10406  0.499
H 2.28272 -1.90268 1.41985  0.340
S 3.73919 2.18260 -0.38781  -0.195
C 2.36904 3.29154 -0.90859  -0.989
C 1.36957 2.57535 -1.75734  0.290
C 0.02585 2.56771 -1.40494  -0.227
C -0.89907 1.86881 -2.15808  -0.667
C -0.47466 1.16748 -3.27482  0.386
C 0.85924 1.17034 -3.64887  -0.739
C 1.77319 1.87498 -2.88779  -0.085
H 2.81776 1.86703 -3.16252  0.387
H 1.17850 0.62142 -4.52080  0.421
Cl -1.62538 0.27215 -4.20739  -0.234
H -1.94219 1.86199 -1.88140  0.445
H -0.29759 3.10444 -0.52629  0.320
H 1.90847 3.69403 -0.00839  0.357
H 2.87139 4.08842 -1.45803  0.442
H -0.80548 0.22231 1.34112  0.301
H -2.42712 -0.90970 0.29386  0.778
H -4.84889 -1.17036 0.59686  0.417
H -5.71763 -2.34425 2.59196  0.385
H -4.15977 -3.24670 4.26039  0.347
H -2.02477 -3.60571 5.09160  0.415
H -0.82594 -2.37018 4.67927  0.303
H -0.82205 -3.90074 3.82446  0.300

---

# C9H19InNO

C9H19InNO as an isolated structure at a distorted geometry (ωB97M-V with the def2-TZVPD basis set, OMol25).

Results
Largest force on an atom   4.41 eV Å⁻¹
Total charge   +3
Total energy   -18312.085 eV
Relative energy (zero: lowest compared OMol25 entry of this formula, charge and spin)   3.9653 eV
LUMO   -0.66248 Eh
Highest occupied orbital energy   -22.49 eV
Gap between HOMO and LUMO   4.46 eV

Each line ends with the Mulliken charge.
Positions of all 31 atoms, in Å:
In -2.07247 0.99269 -2.01105  0.987
C 0.81500 -0.53931 -2.52077  -2.000
C 0.59831 -0.54273 -0.96452  0.798
C 1.80159 0.25091 -0.42500  -1.040
C 1.73610 0.51500 1.08909  -0.775
C 0.40501 1.14204 1.31796  -1.050
C -0.90722 0.63760 0.70756  1.401
N -0.71940 0.06384 -0.67366  1.223
O -1.72236 -0.79716 -1.17794  -0.330
C -1.36157 -0.48767 1.71011  -1.614
C -1.94952 1.78087 0.64496  -2.296
C 0.89033 -1.98563 -0.44548  -1.351
H 0.07735 -1.07212 -3.12084  0.472
H 1.81162 -0.97279 -2.60418  0.442
H 0.85418 0.42147 -3.03407  0.522
H 2.68654 -0.37142 -0.55793  0.495
H 2.02674 1.10558 -1.06292  0.471
H 2.42156 1.31144 1.37880  0.371
H 1.82207 -0.34929 1.74765  0.383
H 0.50567 2.18774 1.02733  0.548
H 0.22938 1.16069 2.39355  0.446
H -0.66212 -1.25847 2.03373  0.381
H -1.82631 0.14614 2.46536  0.440
H -2.21504 -1.09397 1.40667  0.574
H -2.98366 1.43901 0.68729  0.574
H -1.76031 2.28962 1.59019  0.471
H -1.86281 2.52474 -0.14703  0.660
H 0.84392 -1.99017 0.64353  0.340
H 1.91251 -2.32715 -0.60864  0.427
H 0.18012 -2.65986 -0.92413  0.559
H -1.57529 -1.52178 -0.56566  0.469

---

# C5H10O

A 2-piece molecular cluster, C5H10O overall at a distorted geometry (ωB97M-V with the def2-TZVPD basis set, OMol25).

Results
Largest force on an atom   6.05 eV Å⁻¹
Structure (SMILES)   C=CCC.C=O
Total energy   -7391.881 eV
Relative energy (zero: lowest compared OMol25 entry of this formula, charge and spin)   2.8846 eV
LUMO   0.01650 Eh
Highest occupied orbital energy   -9.41 eV
Gap between HOMO and LUMO   9.86 eV

Each line ends with the Mulliken charge.
Positions of all 16 atoms, in Å:
C 2.23616 0.55908 0.02498  -1.219
C 0.85024 0.17157 -0.44853  -0.217
C -0.07282 -0.29090 0.62091  -0.215
C -1.96820 -0.91696 -0.75189  -0.150
O -2.04503 -0.00962 -1.66020  -0.511
C -1.04279 0.50830 1.16029  -0.734
H 2.68875 -0.29769 0.56341  0.309
H 2.17051 1.40482 0.74162  0.309
H 2.90487 0.86802 -0.79253  0.358
H 0.95035 -0.64402 -1.20047  0.287
H 0.42875 1.03952 -0.99721  0.303
H 0.19466 -1.21034 1.14781  0.315
H -2.80915 -0.94372 0.01941  0.286
H -1.70494 -1.99614 -1.04111  0.292
H -1.64234 0.17845 2.01272  0.343
H -1.20546 1.53590 0.82190  0.244

---

# C6H12N2

A 2-piece molecular cluster, C6H12N2 overall (ωB97M-V with the def2-TZVPD basis set, OMol25).

Results
Largest force on an atom   0.79 eV Å⁻¹
Structure (SMILES)   [H]/N=C(\C)CC.CC#N
Total energy   -9396.396 eV
Relative energy (zero: lowest compared OMol25 entry of this formula, charge and spin)   0.4540 eV
LUMO   0.03549 Eh
Highest occupied orbital energy   -9.79 eV
Gap between HOMO and LUMO   10.76 eV

Each line ends with the Mulliken charge.
Positions of all 20 atoms, in Å:
C 1.25464 -0.66340 0.39078  -0.585
C 0.66921 1.20741 -1.25800  -1.364
C 2.73643 -0.30555 0.50314  -1.192
C 0.42204 0.54305 0.06668  0.905
N -0.42202 0.92475 0.92248  -0.744
H -0.95310 1.75217 0.65239  0.245
H 1.11631 -1.40704 -0.39817  0.323
H 0.90622 -1.08359 1.33502  0.286
H 1.25240 2.11615 -1.10750  0.322
H 1.20736 0.55441 -1.93889  0.332
H -0.28137 1.48559 -1.71110  0.421
H 3.11597 0.09097 -0.43538  0.311
H 2.88305 0.44180 1.27948  0.334
H 3.31494 -1.18922 0.76151  0.368
C -2.93508 -0.92736 0.60561  -0.798
C -2.75791 -0.40069 -0.71598  0.409
N -2.60658 0.02787 -1.76553  -0.431
H -3.90823 -0.62836 0.99236  0.295
H -2.14389 -0.52491 1.24175  0.316
H -2.87038 -2.01405 0.57934  0.248

---

# C65H71F6NO4

A 8-piece molecular cluster, C65H71F6NO4 overall at a distorted geometry (ωB97M-V with the def2-TZVPD basis set, OMol25).

Results
Largest force on an atom   1.58 eV Å⁻¹
Structure (SMILES)   C=C[C@@]1(C(F)(F)c2cccc(C(F)(F)F)c2)CC(=O)N[C@]1(COCCOCCOCC)[C@H](C)F.c1ccccc1.c1ccccc1.c1ccccc1.c1ccccc1.c1ccccc1.c1ccccc1.c1ccccc1
Total energy   -94539.310 eV
LUMO   0.01257 Eh
Highest occupied orbital energy   -9.02 eV
Gap between HOMO and LUMO   9.36 eV

Each line ends with the Mulliken charge.
Positions of all 147 atoms, in Å:
C -0.53999 0.67043 0.14084  -1.247
C -0.23949 0.90115 1.41577  -0.329
C 0.96133 0.33344 2.18233  1.377
C 2.18847 1.18487 1.74461  0.638
F 1.85955 2.48150 2.04942  -0.400
F 3.27417 0.91818 2.51516  -0.377
C 2.55574 1.16974 0.27188  0.263
C 2.53101 0.02023 -0.50250  0.861
C 2.84791 0.02820 -1.85855  -1.650
C 3.18023 1.22486 -2.48014  -0.821
C 3.18860 2.39066 -1.71891  0.187
C 3.51182 3.69737 -2.38887  0.572
F 3.26806 4.75605 -1.62548  -0.302
F 2.70455 3.82511 -3.48015  -0.228
F 4.76152 3.74718 -2.85592  -0.178
C 2.89905 2.36980 -0.35402  -0.717
C 0.67093 0.79102 3.64770  -1.223
C -0.22507 -0.33726 4.12727  0.092
O -1.21316 -0.25460 4.79845  -0.698
N 0.33626 -1.44894 3.58121  -0.128
C 1.07834 -1.22811 2.31690  1.907
C 0.32684 -2.11009 1.29612  -2.434
O -1.08136 -1.97024 1.35190  0.431
C -1.76984 -3.17156 1.59139  -0.341
C -3.23039 -2.97063 1.16011  -0.522
O -3.64845 -1.65714 1.47464  -0.324
C -3.95160 -0.87447 0.36006  0.405
C -4.63538 0.43106 0.77711  -0.930
O -4.52966 0.62298 2.16924  -0.248
C -4.88163 1.91973 2.59297  -0.246
C -3.63258 2.67639 3.08001  0.101
C 2.45320 -1.89941 2.62318  -0.209
C 3.04593 -1.65376 3.99982  -1.698
F 3.40546 -1.63692 1.64600  -0.320
H -0.32916 -0.25009 -0.38182  0.134
H -1.07526 1.40963 -0.44218  0.449
H -0.90507 1.53789 1.97556  0.030
H 2.24815 -0.92525 -0.07397  -0.158
H 2.83167 -0.87825 -2.44585  0.683
H 3.43109 1.28179 -3.52980  0.546
H 2.94585 3.30504 0.17802  0.669
H 1.54022 0.97034 4.27329  0.442
H 0.09384 1.70549 3.73726  0.495
H -0.12219 -2.33893 3.70889  0.374
H 0.62483 -1.88508 0.27090  -0.183
H 0.57898 -3.16044 1.44695  1.151
H -1.78390 -3.43162 2.65646  0.161
H -1.36783 -4.01099 1.01653  0.253
H -3.89262 -3.65583 1.68554  0.408
H -3.26950 -3.10085 0.07620  0.010
H -3.06144 -0.62516 -0.22945  -0.077
H -4.62370 -1.38414 -0.34092  0.178
H -4.17588 1.27811 0.25499  0.405
H -5.69221 0.44348 0.48811  0.411
H -5.57008 1.85109 3.43503  -0.022
H -5.36178 2.50340 1.80584  0.475
H -2.77545 2.14458 2.67140  -0.375
H -3.59930 3.70743 2.73660  0.387
H -3.53230 2.63945 4.16076  0.178
H 2.26298 -2.97388 2.57793  0.584
H 2.96414 -0.62521 4.32570  0.278
H 4.10652 -1.89401 3.93423  0.500
H 2.61261 -2.32871 4.72784  0.334
C 7.69701 4.10230 -3.20895  -0.279
C 7.73329 2.74293 -3.48776  -0.218
C 8.95195 2.09759 -3.64678  -0.493
C 10.13636 2.80997 -3.51941  -0.369
C 10.10146 4.16856 -3.23789  -0.356
C 8.88241 4.81495 -3.08628  -0.545
H 6.75345 4.60666 -3.08833  0.447
H 6.80977 2.18595 -3.58137  0.359
H 8.97904 1.03842 -3.86957  0.388
H 11.08676 2.30582 -3.63938  0.354
H 11.02521 4.72391 -3.13688  0.355
H 8.85554 5.87551 -2.87103  0.358
C -3.88243 1.08717 6.64420  -0.230
C -5.26071 0.93453 6.69156  -0.617
C -5.97016 1.36701 7.80402  -0.397
C -5.30054 1.95861 8.86643  -0.459
C -3.92125 2.11309 8.81759  -0.373
C -3.21142 1.67477 7.70755  -0.563
H -3.33006 0.74514 5.77690  0.638
H -5.78228 0.47737 5.85912  0.490
H -7.04546 1.24369 7.84243  0.406
H -5.85379 2.29978 9.73219  0.376
H -3.39946 2.57615 9.64559  0.361
H -2.13591 1.79139 7.66959  0.381
C -1.39967 4.28532 -7.40654  -0.432
C -2.02382 4.05396 -6.18851  -0.332
C -1.26548 3.93671 -5.03168  -0.643
C 0.11679 4.05856 -5.09013  -0.103
C 0.73920 4.29317 -6.30825  -0.420
C -0.01784 4.40289 -7.46669  -0.394
H -1.99032 4.37426 -8.30938  0.360
H -3.10174 3.96465 -6.14126  0.370
H -1.75204 3.75041 -4.08246  0.378
H 0.70235 3.97222 -4.19186  0.495
H 1.81669 4.39030 -6.35353  0.373
H 0.46910 4.58135 -8.41695  0.356
C 3.17403 -5.06127 -3.21441  -0.429
C 3.50437 -4.34215 -2.07282  -0.258
C 2.51505 -3.99203 -1.16489  -0.372
C 1.19941 -4.36870 -1.39336  0.047
C 0.86885 -5.08755 -2.53105  -0.622
C 1.85447 -5.43110 -3.44632  -0.640
H 3.94623 -5.33104 -3.92395  0.458
H 4.53214 -4.05457 -1.89381  0.279
H 2.76808 -3.42311 -0.27638  0.497
H 0.42734 -4.09903 -0.68304  0.123
H -0.16032 -5.37781 -2.70300  0.478
H 1.59560 -5.98624 -4.33855  0.403
C -9.09466 4.37697 5.50757  -0.554
C -10.47797 4.42224 5.40228  -0.324
C -11.18594 3.27977 5.05526  -0.384
C -10.51110 2.08959 4.82132  -0.480
C -9.12798 2.04370 4.92959  -0.293
C -8.41948 3.18798 5.26899  -0.131
H -8.54216 5.26829 5.77582  0.367
H -11.00492 5.34890 5.59061  0.356
H -12.26424 3.31673 4.96773  0.358
H -11.06344 1.19757 4.55477  0.360
H -8.60127 1.11482 4.74862  0.375
H -7.33985 3.15187 5.34922  0.359
C -4.20452 -2.85349 -5.42645  -0.391
C -4.73363 -3.11629 -4.17040  -0.526
C -3.89199 -3.22399 -3.07213  -0.443
C -2.52242 -3.06053 -3.22992  -0.018
C -1.99318 -2.79475 -4.48486  -0.573
C -2.83438 -2.69479 -5.58420  -0.452
H -4.86053 -2.77212 -6.28344  0.370
H -5.80220 -3.23773 -4.04762  0.378
H -4.30408 -3.43487 -2.09286  0.315
H -1.86460 -3.13972 -2.37192  0.498
H -0.92479 -2.66597 -4.60526  0.450
H -2.42227 -2.49180 -6.56415  0.374
C 7.13594 -4.08682 -3.39398  -0.389
C 7.46101 -4.68007 -2.18172  -0.329
C 8.23705 -5.83038 -2.15820  -0.438
C 8.69451 -6.38289 -3.34653  -0.366
C 8.37193 -5.78801 -4.55837  -0.336
C 7.58955 -4.64183 -4.58273  -0.451
H 6.52806 -3.19050 -3.41333  0.462
H 7.10929 -4.24583 -1.25408  0.419
H 8.48601 -6.29617 -1.21348  0.362
H 9.30315 -7.27769 -3.32786  0.365
H 8.73028 -6.21831 -5.48465  0.366
H 7.33394 -4.18037 -5.52804  0.373

---

Which formula does entry 5 have? C6H12N2